[1]
Computed, not measured: 2 unconnected molecules or ions with the total composition C3H12N2O3 in a non-equilibrium geometry, with ωB97M-V/def2-TZVPD.

Calculated values
Maximum force = 2.33 eV/A
E_LUMO = 0.592 eV
E = -12428.0816 eV
HOMO level = -8.7 eV
Energy relative to the best compared isomer or geometry (same formula, charge and spin) = 1.268 eV
SMILES = NC(O)(O)O.CNC
HOMO-LUMO gap = 9.29 eV

```
20
Properties=species:S:1:pos:R:3:forces:R:3
N -0.175891 -2.200269 -1.039605 0.2 0.0 -0.2
C 0.895043 -1.298757 -1.130558 1.5 -0.3 1.8
O 1.923295 -1.867962 -1.842264 0.3 0.5 -1.3
O 0.473347 -0.103838 -1.646541 -0.1 0.4 0.1
O 1.587387 -0.944295 0.174230 -1.3 0.5 -0.4
H 0.121584 -3.159315 -0.976488 0.0 -0.1 0.1
H -0.859545 -1.934679 -0.347593 0.0 0.0 0.0
H 2.479339 -1.093090 -2.092869 -0.4 -1.0 0.1
H 0.754168 0.601240 -1.053996 0.1 0.1 0.1
H 2.034492 -1.715941 0.548177 -0.2 0.0 -0.4
C -1.792239 0.528105 0.945426 0.0 0.0 -0.1
N -0.547052 1.064099 1.456572 0.2 -0.1 0.0
C -0.235928 2.369729 0.910728 0.0 -0.1 0.1
H -2.608985 1.206155 1.206723 0.0 -0.1 0.0
H -1.985012 -0.435927 1.417312 -0.1 0.0 0.0
H -1.797405 0.395100 -0.150093 -0.1 0.0 0.1
H 0.210035 0.410801 1.269858 -0.1 0.1 0.1
H -0.201161 2.393226 -0.192254 0.0 0.1 0.0
H 0.722150 2.704798 1.306499 0.0 0.1 -0.1
H -0.997621 3.080818 1.236736 0.0 0.0 -0.1
```
Positions in Å, forces in eV/Å.

[2]
Computed, not measured: a gas-phase ion, C4H6IN2 (charge +1) in a non-equilibrium geometry, with ωB97M-V/def2-TZVPD.

Calculated values
Maximum force = 6.81 eV/A
E_LUMO = -4.170 eV
E = -15317.4634 eV
HOMO level = -13.3 eV
Energy relative to the best compared isomer or geometry (same formula, charge and spin) = 1.735 eV
SMILES = C[n+]1cc[nH]c1I
HOMO-LUMO gap = 9.15 eV
Total charge = +1

```
13
Properties=species:S:1:pos:R:3:forces:R:3
C 1.595610 -0.677639 -0.729618 0.8 -0.5 -3.6
N 0.276521 -0.264337 -0.203478 -0.2 0.1 1.9
C 0.258032 0.121147 1.159344 0.2 0.4 -0.2
C -0.951833 0.695750 1.449728 0.4 0.0 -0.3
N -1.810938 0.636783 0.434499 3.4 -3.1 -5.0
C -0.885732 -0.107810 -0.776794 -3.1 2.4 2.1
I -1.556940 -0.510017 -2.719513 0.4 0.2 1.2
H 2.422852 0.022974 -0.441990 -1.2 -0.4 0.0
H 1.946211 -1.719816 -0.493485 -1.0 1.0 0.2
H 1.520607 -0.634519 -1.913780 0.2 -0.1 2.5
H 1.217075 0.003615 1.676489 -0.9 0.3 0.1
H -1.349271 1.280377 2.240557 0.5 0.0 1.3
H -2.682193 1.153492 0.318041 0.4 -0.4 -0.2
```
Positions in Å, forces in eV/Å.

[3]
Computed, not measured: 2 unconnected molecules or ions with the total composition C2HN4S in a non-equilibrium geometry, with ωB97M-V/def2-TZVPD.

Calculated values
Maximum force = 4.74 eV/A
E_LUMO (alpha / beta) = 2.223 / 2.223 eV
E = -18881.7682 eV
HOMO level (alpha / beta) = -4.3 / -4.3 eV
Energy relative to the best compared isomer or geometry (same formula, charge and spin) = 3.929 eV
HOMO-LUMO gap (alpha / beta) = 6.48 / 6.48 eV
Total charge = -1

```
8
Properties=species:S:1:pos:R:3:forces:R:3
C -0.024976 0.069410 -0.095590 0.2 1.2 -0.9
C 1.032269 -0.138932 0.699594 0.3 -3.4 3.3
N -1.193357 1.072627 -1.562690 0.9 1.7 -0.8
N -0.074630 1.172850 -0.971076 -0.1 -0.3 0.2
N -1.187754 -0.635484 -0.258472 -0.5 -0.4 0.0
N -1.867552 -0.010810 -1.147772 -0.3 -1.6 1.1
S 1.391329 -1.971503 2.546855 -0.5 2.3 -2.4
H 1.924671 0.441841 0.789151 0.1 0.6 -0.4
```
Positions in Å, forces in eV/Å.

- Among the records above, which one has the lowest energy relative to the best compared isomer or geometry (same formula, charge and spin)?
  C3H12N2O3

- Which of these has the highest energy relative to the best compared isomer or geometry (same formula, charge and spin)?
  C2HN4S

Copy entry 2 word for word.
Computed, not measured: a gas-phase ion, C4H6IN2 (charge +1) in a non-equilibrium geometry, with ωB97M-V/def2-TZVPD.

Calculated values
Maximum force = 6.81 eV/A
E_LUMO = -4.170 eV
E = -15317.4634 eV
HOMO level = -13.3 eV
Energy relative to the best compared isomer or geometry (same formula, charge and spin) = 1.735 eV
SMILES = C[n+]1cc[nH]c1I
HOMO-LUMO gap = 9.15 eV
Total charge = +1

```
13
Properties=species:S:1:pos:R:3:forces:R:3
C 1.595610 -0.677639 -0.729618 0.8 -0.5 -3.6
N 0.276521 -0.264337 -0.203478 -0.2 0.1 1.9
C 0.258032 0.121147 1.159344 0.2 0.4 -0.2
C -0.951833 0.695750 1.449728 0.4 0.0 -0.3
N -1.810938 0.636783 0.434499 3.4 -3.1 -5.0
C -0.885732 -0.107810 -0.776794 -3.1 2.4 2.1
I -1.556940 -0.510017 -2.719513 0.4 0.2 1.2
H 2.422852 0.022974 -0.441990 -1.2 -0.4 0.0
H 1.946211 -1.719816 -0.493485 -1.0 1.0 0.2
H 1.520607 -0.634519 -1.913780 0.2 -0.1 2.5
H 1.217075 0.003615 1.676489 -0.9 0.3 0.1
H -1.349271 1.280377 2.240557 0.5 0.0 1.3
H -2.682193 1.153492 0.318041 0.4 -0.4 -0.2
```
Positions in Å, forces in eV/Å.

- Which value of E does entry 2 give?
  -15317.4634 eV